(1)
DFT (the ωB97M-V functional and the def2-TZVPD basis) results for a gas-phase ion, C5H15N3O (charge +2) at a distorted geometry.

Each line ends with the Löwdin charge.
Geometry (Å):
1 C -0.774 -0.098 0.596  -0.041
2 C 0.059 -0.478 -0.405  -0.241
3 C 1.203 1.796 -0.429  0.030
4 C -2.735 0.010 1.915  -0.020
5 C 1.215 0.368 -1.046  -0.467
6 N -0.106 -1.689 -1.015  0.157
7 N 2.594 -0.389 -0.447  0.282
8 N -1.983 -0.840 0.953  0.065
9 O 1.169 0.319 -2.343  0.135
10 H -0.490 0.785 1.164  0.125
11 H 1.641 2.407 -1.208  0.106
12 H 0.164 2.252 -0.480  0.138
13 H 1.461 1.803 0.569  0.074
14 H -2.203 0.349 2.769  0.093
15 H -3.147 1.046 1.559  0.163
16 H -3.689 -0.288 2.339  0.112
17 H -0.626 -2.402 -0.476  0.136
18 H 0.592 -1.977 -1.708  0.134
19 H 3.267 0.351 -0.185  0.172
20 H 2.929 -0.884 -1.298  0.179
21 H 2.329 -0.928 0.362  0.151
22 H -2.679 -0.952 0.200  0.212
23 H -1.741 -1.651 1.397  0.144
24 H 1.552 1.090 -2.781  0.162

Cartesian forces (eV/Å) of the 3 atoms listed first:
2.0355 1.1905 -1.2446
-0.5189 -1.1818 -0.6652
-2.5669 -0.4375 -3.4159

HOMO-LUMO gap: 0.3792 Ha
Spin multiplicity: 1
Structure (SMILES): C[NH2+]/C=C(\N)[C@@](C)([NH3+])O
Max |F|: 5.26 eV Å⁻¹
Molecular weight: 133.195 g mol⁻¹
ΔE to the lowest compared entry with this formula, charge and spin: 50.9 kJ/mol
Net charge: +2

---

(2)
DFT (the ωB97M-V functional and the def2-TZVPD basis) results for C6H8OS in the gas phase at a distorted geometry.

Each line ends with the Löwdin charge.
Geometry (Å):
1 C -0.840 -0.987 0.206  -0.374
2 C -1.122 0.454 -0.209  -0.260
3 C -0.365 0.630 -1.513  -0.442
4 C 1.587 -0.579 0.075  -0.436
5 C 0.410 -0.552 0.992  -0.265
6 C -0.339 0.815 1.062  -0.115
7 H -2.187 0.744 -0.264  0.153
8 H -0.594 -0.190 -2.234  0.091
9 H -0.581 1.557 -2.042  0.075
10 H 2.533 -0.323 0.599  0.089
11 H 1.713 -1.575 -0.429  0.094
12 H 0.544 -1.121 1.908  0.145
13 H 0.273 1.722 1.123  0.109
14 H -1.025 0.850 1.999  0.148
15 O -1.435 -2.024 0.051  0.123
16 S 1.429 0.580 -1.325  0.865

Cartesian forces (eV/Å) of the 3 atoms listed first:
-0.5442 -0.7697 -0.1864
-0.8099 -0.4132 0.3024
0.1268 -0.5529 -1.2713

HOMO-LUMO gap: 0.3474 Ha
Spin multiplicity: 1
Structure (SMILES): O=C1[C@@H]2CSC[C@H]1C2
Max |F|: 2.31 eV Å⁻¹
Molecular weight: 128.196 g mol⁻¹
ΔE to the lowest compared entry with this formula, charge and spin: 91.3 kJ/mol

---

(3)
DFT (the ωB97M-V functional and the def2-TZVPD basis) results for 3 unconnected molecules or ions with the total composition C9H27BN7O3 at a distorted geometry.

Each line ends with the Löwdin charge.
Geometry (Å):
1 C 1.473 -0.989 0.308  -0.085
2 C 1.249 -0.559 -1.136  -0.215
3 C 1.122 0.974 -1.410  -0.177
4 C 1.159 1.891 -0.201  -0.189
5 C -0.196 2.039 0.489  -0.111
6 N -1.144 2.653 -0.445  0.146
7 C -2.338 2.238 -0.716  -0.389
8 N -3.164 2.957 -1.551  0.194
9 N -2.811 1.108 -0.117  0.196
10 B -2.784 -0.162 -0.949  -0.542
11 C -3.421 -0.295 -2.372  0.025
12 O -2.203 -1.243 -0.388  0.163
13 H 2.247 -0.425 0.799  0.055
14 H 1.801 -2.018 0.301  0.082
15 H 0.553 -0.999 0.881  0.053
16 H 0.350 -1.034 -1.505  0.084
17 H 2.036 -0.945 -1.762  0.098
18 H 1.953 1.262 -2.034  0.106
19 H 0.226 1.132 -2.000  0.091
20 H 1.413 2.886 -0.562  0.115
21 H 1.925 1.644 0.511  0.078
22 H -0.122 2.650 1.377  0.136
23 H -0.529 1.064 0.793  0.107
24 H -0.802 3.481 -0.915  0.175
25 H -3.260 2.514 -2.462  0.118
26 H -2.772 3.883 -1.707  0.116
27 H -3.764 1.301 0.189  0.160
28 H -3.312 -1.320 -2.690  0.074
29 H -4.483 -0.085 -2.373  0.076
30 H -2.917 0.301 -3.126  0.069
31 H -1.339 -1.006 -0.003  0.096
32 C -2.214 -3.543 2.425  -0.677
33 O -1.148 -2.947 2.364  0.014
34 N -3.262 -3.215 1.612  0.156
35 N -2.433 -4.566 3.300  0.156
36 H -4.154 -3.672 1.628  0.098
37 H -3.085 -2.464 0.970  0.058
38 H -1.676 -4.822 3.906  0.106
39 H -3.299 -5.066 3.364  0.095
40 C 5.160 0.831 0.562  -0.654
41 O 4.012 1.204 0.348  0.006
42 N 5.982 1.478 1.432  0.162
43 N 5.695 -0.258 -0.057  0.164
44 H 6.923 1.192 1.624  0.100
45 H 5.613 2.284 1.902  0.107
46 H 5.112 -0.754 -0.704  0.104
47 H 6.630 -0.582 0.101  0.101

Cartesian forces (eV/Å) of the 3 atoms listed first:
-0.0315 -0.3822 -0.5537
-0.3191 0.6975 0.2044
0.5254 -0.8343 0.4210

HOMO-LUMO gap: 0.3265 Ha
Spin multiplicity: 1
Max |F|: 1.29 eV Å⁻¹
Molecular weight: 292.173 g mol⁻¹
Net charge: +1

---

(4)
DFT (the ωB97M-V functional and the def2-TZVPD basis) results for 2 unconnected molecules or ions with the total composition C2H6N2O3P at a distorted geometry.

Each line ends with the Löwdin charge.
Geometry (Å):
1 C 0.187 -0.198 0.287  -0.099
2 C -1.933 -1.354 0.510  -0.079
3 N -0.467 -1.178 0.612  -0.005
4 N -1.126 1.239 -0.843  -0.037
5 O 2.555 -0.911 1.241  -0.363
6 O 2.343 1.533 0.520  -0.199
7 O 2.464 -0.227 -1.286  -0.412
8 P 2.014 -0.007 0.183  0.204
9 H -2.341 -0.455 0.143  0.028
10 H -2.142 -2.047 -0.214  0.050
11 H -2.098 -1.558 1.493  0.044
12 H 2.300 1.774 -0.447  0.063
13 H -0.669 1.279 -1.731  -0.070
14 H -1.086 2.110 -0.468  -0.124

Cartesian forces (eV/Å) of the 3 atoms listed first:
-2.0843 0.1612 -1.1715
3.0187 2.0501 -0.4877
0.3182 1.2548 -0.8575

HOMO-LUMO gap (spin up / spin down): 0.3011 / 0.3010 Ha
Spin multiplicity: 1
Max |F|: 4.67 eV Å⁻¹
Molecular weight: 137.055 g mol⁻¹
ΔE to the lowest compared entry with this formula, charge and spin: 373.7 kJ/mol
Net charge: -1

---

(5)
DFT (the ωB97M-V functional and the def2-TZVPD basis) results for C15H21N3OS in the gas phase.

Each line ends with the Löwdin charge.
Geometry (Å):
1 C 0.716 4.183 2.463  -0.062
2 H 0.421 3.142 2.578  0.065
3 H 0.456 4.724 3.367  0.077
4 H 1.794 4.227 2.330  0.073
5 C 0.023 4.820 1.262  -0.217
6 N 0.348 4.127 0.043  -0.025
7 C -0.239 3.018 -0.510  -0.303
8 N 0.371 2.664 -1.597  0.119
9 N 1.384 3.549 -1.756  0.026
10 C 1.411 4.471 -0.763  -0.855
11 S 2.455 5.719 -0.565  0.588
12 H 2.015 3.488 -2.537  0.149
13 C -1.436 2.336 0.048  -0.116
14 C -1.383 0.827 -0.197  -0.186
15 H -1.224 0.647 -1.260  0.110
16 H -2.338 0.383 0.089  0.120
17 C -0.257 0.161 0.601  -0.163
18 C -0.193 -1.308 0.294  -0.243
19 C -0.778 -2.246 1.125  -0.041
20 C -0.742 -3.596 0.814  -0.017
21 C -0.118 -4.027 -0.347  -0.238
22 C 0.479 -3.089 -1.205  -0.195
23 C 0.429 -1.751 -0.869  0.005
24 H 0.889 -1.027 -1.527  0.123
25 C 1.150 -3.567 -2.455  -0.034
26 H 1.571 -2.734 -3.011  0.077
27 H 1.943 -4.271 -2.208  0.085
28 H 0.435 -4.094 -3.085  0.086
29 O -0.027 -5.332 -0.743  -0.089
30 C -0.598 -6.323 0.073  -0.089
31 H -0.136 -6.344 1.066  0.096
32 H -0.405 -7.268 -0.432  0.093
33 H -1.679 -6.185 0.178  0.096
34 H -1.206 -4.299 1.488  0.101
35 H -1.269 -1.930 2.035  0.111
36 H -0.430 0.310 1.669  0.115
37 H 0.691 0.633 0.334  0.114
38 H -1.509 2.538 1.118  0.110
39 H -2.326 2.751 -0.436  0.127
40 H -1.062 4.826 1.388  0.121
41 H 0.376 5.849 1.140  0.089

Cartesian forces (eV/Å) of the 3 atoms listed first:
-0.0910 0.1147 -0.1938
-0.0358 -0.1024 0.0449
-0.0144 0.0262 0.1337

HOMO-LUMO gap: 0.3171 Ha
Spin multiplicity: 1
Structure (SMILES): CCn1c(CCCc2ccc(OC)c(C)c2)n[nH]c1=S
Max |F|: 1.00 eV Å⁻¹
Molecular weight: 291.420 g mol⁻¹
ΔE to the lowest compared entry with this formula, charge and spin: 22.4 kJ/mol

---

(6)
DFT (the ωB97M-V functional and the def2-TZVPD basis) results for C4H6O2 in the gas phase.

Each line ends with the Löwdin charge.
Geometry (Å):
1 O -1.072 -0.493 2.027  0.101
2 C -0.580 -0.234 0.961  -0.354
3 C 0.908 -0.207 0.613  -0.064
4 C 0.928 0.190 -0.860  -0.183
5 O -0.424 0.277 -1.319  -0.122
6 C -1.362 0.131 -0.292  -0.131
7 H 1.367 -1.172 0.831  0.126
8 H 1.443 0.474 1.275  0.125
9 H 1.431 1.144 -1.032  0.117
10 H 1.448 -0.532 -1.489  0.117
11 H -2.119 -0.614 -0.560  0.135
12 H -1.969 1.035 -0.156  0.134

Cartesian forces (eV/Å) of the 3 atoms listed first:
0.2149 0.0356 -0.1320
-0.2723 -0.0411 0.1866
-0.0808 -0.0463 0.1098

HOMO-LUMO gap: 0.3926 Ha
Spin multiplicity: 1
Structure (SMILES): O=C1CCOC1
Max |F|: 0.51 eV Å⁻¹
Molecular weight: 86.090 g mol⁻¹
ΔE to the lowest compared entry with this formula, charge and spin: 98.0 kJ/mol

---

(7)
DFT (the ωB97M-V functional and the def2-TZVPD basis) results for 3 unconnected molecules or ions with the total composition C3H8N4O at a distorted geometry.

Each line ends with the Löwdin charge.
Geometry (Å):
1 C 0.854 -0.371 1.166  -0.243
2 N -1.722 0.307 -0.213  0.152
3 C -1.486 0.034 -1.380  -0.484
4 C 0.080 -1.381 0.833  -0.235
5 N 0.692 1.009 -1.659  0.039
6 N 0.354 0.772 1.869  0.001
7 N -0.387 -2.514 0.812  0.156
8 O -1.708 -0.519 -2.380  0.125
9 H -1.212 0.953 0.364  0.031
10 H 1.177 1.775 -1.191  0.041
11 H 0.619 1.253 -2.638  0.036
12 H -1.010 -2.773 0.057  0.062
13 H 1.064 1.192 2.468  0.079
14 H -0.443 0.517 2.452  0.086
15 H 1.218 0.130 -1.491  0.045
16 H 1.910 -0.386 0.931  0.108

Cartesian forces (eV/Å) of the 3 atoms listed first:
-0.1599 -0.0649 0.5651
-0.2292 0.4617 -0.1613
-1.8119 -0.5171 1.6027

HOMO-LUMO gap: 0.3125 Ha
Spin multiplicity: 1
Structure (SMILES): N=C=CN.N=C=O.N
Max |F|: 2.47 eV Å⁻¹
Molecular weight: 116.124 g mol⁻¹
ΔE to the lowest compared entry with this formula, charge and spin: 286.8 kJ/mol

---

(8)
DFT (the ωB97M-V functional and the def2-TZVPD basis) results for C17H27N3O2 in the gas phase.

Each line ends with the Löwdin charge.
Geometry (Å):
1 C 2.103 5.519 -5.865  -0.111
2 C 1.211 6.141 -4.797  -0.271
3 C -0.175 5.498 -4.720  -0.228
4 C -0.176 4.012 -4.358  -0.224
5 C 0.426 3.730 -2.983  -0.219
6 C 0.181 2.298 -2.506  -0.218
7 C 0.885 1.253 -3.371  -0.217
8 C 0.895 -0.137 -2.735  -0.218
9 C -0.500 -0.752 -2.629  -0.184
10 H -0.960 -0.781 -3.618  0.119
11 H -1.129 -0.142 -1.980  0.113
12 C -0.469 -2.177 -2.068  -0.171
13 N 0.001 -2.206 -0.705  0.081
14 C -0.793 -2.316 0.361  -0.407
15 O -1.996 -2.513 0.360  0.070
16 C -0.007 -2.173 1.674  -0.365
17 O 1.190 -1.953 1.676  0.075
18 N -0.824 -2.307 2.735  0.164
19 C -0.542 -2.226 4.092  -0.285
20 N -1.604 -2.396 4.871  0.117
21 C -1.439 -2.334 6.179  -0.146
22 C -0.214 -2.098 6.781  -0.074
23 C 0.893 -1.921 5.962  -0.064
24 C 0.739 -1.984 4.589  0.005
25 H 1.568 -1.853 3.915  0.098
26 H 1.868 -1.735 6.388  0.107
27 H -0.127 -2.055 7.855  0.097
28 H -2.337 -2.480 6.765  0.105
29 H -1.801 -2.484 2.501  0.149
30 H 0.975 -2.012 -0.511  0.135
31 H -1.478 -2.595 -2.061  0.121
32 H 0.180 -2.811 -2.680  0.124
33 H 1.342 -0.064 -1.741  0.108
34 H 1.526 -0.797 -3.338  0.113
35 H 0.403 1.195 -4.348  0.109
36 H 1.920 1.568 -3.528  0.115
37 H -0.893 2.107 -2.495  0.108
38 H 0.546 2.207 -1.480  0.115
39 H 1.501 3.917 -3.003  0.107
40 H -0.017 4.418 -2.258  0.115
41 H 0.366 3.453 -5.121  0.098
42 H -1.211 3.661 -4.367  0.115
43 H -0.767 6.041 -3.977  0.107
44 H -0.671 5.620 -5.687  0.108
45 H 1.080 7.202 -5.022  0.103
46 H 1.703 6.073 -3.826  0.097
47 H 3.033 6.077 -5.951  0.068
48 H 1.606 5.533 -6.832  0.074
49 H 2.350 4.490 -5.619  0.062

Cartesian forces (eV/Å) of the 3 atoms listed first:
-0.0586 0.1455 0.2187
-0.1418 -0.0604 -0.1412
0.1380 -0.0757 0.0182

HOMO-LUMO gap: 0.3498 Ha
Spin multiplicity: 1
Structure (SMILES): CCCCCCCCCCNC(=O)C(=O)Nc1ccccn1
Max |F|: 0.62 eV Å⁻¹
Molecular weight: 305.422 g mol⁻¹
ΔE to the lowest compared entry with this formula, charge and spin: 7.9 kJ/mol

---

(9)
DFT (the ωB97M-V functional and the def2-TZVPD basis) results for a molecular structure, C7H8O5 at a distorted geometry.

Each line ends with the Löwdin charge.
Geometry (Å):
1 C 0.189 0.253 -0.662  -0.067
2 C 1.461 0.230 -0.221  -0.430
3 C -2.872 0.924 0.362  -0.695
4 C -0.850 -0.690 -0.514  -0.327
5 C 2.231 1.522 -0.184  -0.157
6 C 2.048 -0.903 0.568  -0.129
7 C -2.785 -0.533 -0.115  -0.415
8 O -2.673 1.722 -0.603  -0.097
9 O -2.065 -0.643 -1.347  -0.043
10 O -3.024 1.144 1.570  -0.066
11 O -0.534 -2.046 -0.113  -0.054
12 O -3.262 -1.567 0.423  -0.043
13 H -0.199 1.074 -1.143  0.084
14 H 2.394 1.893 0.897  0.067
15 H 3.225 1.298 -0.672  0.050
16 H 1.756 2.393 -0.737  0.072
17 H 1.230 -1.003 1.379  0.094
18 H 3.033 -0.674 0.989  0.037
19 H 2.076 -1.940 0.045  0.080
20 H -1.379 -2.453 0.079  0.042

Cartesian forces (eV/Å) of the 3 atoms listed first:
-1.1440 -2.4520 0.5389
0.7908 0.7636 -0.5067
0.7214 0.7094 -1.3116

HOMO-LUMO gap: 0.1640 Ha
Spin multiplicity: 1
Max |F|: 2.76 eV Å⁻¹
Molecular weight: 172.136 g mol⁻¹
ΔE to the lowest compared entry with this formula, charge and spin: 234.8 kJ/mol
Net charge: -2

---

no.,calculated total energy (eV)
1,-11927.626
2,-19233.317
3,-27018.930
4,-20583.569
5,-33249.308
6,-8339.445
7,-11246.651
8,-26634.278
9,-17622.731